This record from the OMol25 dataset describes a cluster of 9 separate species, C12H42O9 in total in a non-equilibrium geometry. The level of theory is ωB97M-V with the def2-TZVPD basis set.

ORCA input file:
```
! wB97M-V def2-TZVPD RIJCOSX def2/J DEFGRID3
* xyz 0 1
C 3.27352 -1.57769 -1.60873
C 4.36254 -0.51658 -1.58020
O 5.37419 -1.05016 -2.42211
H 3.64345 -2.57091 -1.36332
H 2.85982 -1.61392 -2.61976
H 2.43549 -1.35594 -0.94363
H 4.67656 -0.38144 -0.53712
H 4.00341 0.47087 -1.88673
H 6.20272 -0.57476 -2.31443
C -0.93935 0.11798 -3.86192
C -0.84222 -1.38404 -3.52479
O -1.50503 -1.68331 -2.30206
H -1.81885 0.26292 -4.49971
H -0.08518 0.47268 -4.43768
H -1.13033 0.73546 -2.98653
H 0.20713 -1.65269 -3.42004
H -1.35527 -1.92541 -4.32187
H -2.21418 -1.03330 -2.12420
C -2.26719 3.31356 1.03960
C -1.45280 4.48299 1.59738
O -1.94652 5.74503 1.17853
H -2.25925 3.14616 -0.03874
H -3.32694 3.51749 1.22444
H -1.96481 2.41867 1.58515
H -0.39836 4.36759 1.31960
H -1.47458 4.38829 2.68464
H -1.37667 6.05772 0.47320
C 3.56501 0.17794 2.50252
O 4.58940 1.01016 1.97505
H 3.71423 -0.89313 2.37651
H 3.48011 0.40246 3.57549
H 2.57353 0.49091 2.18235
H 5.40317 0.80601 2.44159
C 0.58891 2.67117 -1.37455
O 0.84924 3.84953 -2.10348
H 1.01577 2.60955 -0.36706
H -0.47900 2.44579 -1.31264
H 1.02631 1.81029 -1.88504
H 0.28597 4.53900 -1.74282
C -3.56368 -0.58067 -0.13210
O -3.49926 -0.02894 -1.45338
H -4.35888 -0.07771 0.42548
H -3.80523 -1.64325 -0.14998
H -2.61660 -0.35078 0.34224
H -4.36775 0.14988 -1.81982
C 0.04092 -4.53453 0.10656
O 0.76600 -3.53868 0.83357
H -0.26444 -5.30366 0.82267
H -0.85132 -4.07524 -0.30818
H 0.62579 -5.00196 -0.68568
H 1.50832 -3.94447 1.28743
C -2.53055 -1.57391 4.04834
O -3.43236 -1.80602 5.10250
H -1.82271 -2.39845 3.89496
H -2.99163 -1.37720 3.07835
H -1.86253 -0.73468 4.25633
H -4.29988 -2.01092 4.75106
C 0.04128 -0.20377 0.63915
O -0.19996 -1.06671 1.73819
H -0.28247 -0.74630 -0.25429
H -0.56160 0.69687 0.75881
H 1.10259 0.05560 0.60614
H -0.06802 -2.00146 1.53479
*
```

Calculated values
Electronic energy (a.u.): -1159.38796
Gap between HOMO and LUMO (hartree): 0.374
Max |F| (eV/Å): 1.74
Structure (SMILES): CCO.CCO.CCO.CO.CO.CO.CO.CO.CO
LUMO (eV): 0.426

This record from the OMol25 dataset describes a structure of composition C12H43FeO10 in a non-equilibrium geometry. The level of theory is ωB97M-V with the def2-TZVPD basis set.

ORCA input file:
```
! wB97M-V def2-TZVPD RIJCOSX def2/J DEFGRID3
* xyz 1 5
Fe -1.47302 -0.92980 -3.00447
C 0.28707 -0.52529 0.29333
C 1.09169 -0.67692 -1.02089
O 0.27441 -0.20299 -2.10885
H 0.12080 -1.53501 0.67381
H -0.64825 0.02852 0.21108
H 0.71401 -0.03610 1.17079
H 1.47943 -1.67103 -1.24077
H 1.91495 0.03893 -0.99409
C 0.02153 4.57190 -1.21460
C -0.29674 3.15974 -0.97851
O -0.44748 2.50052 -2.22558
H 0.79420 4.69981 -1.97130
H 0.28225 4.95791 -0.22847
H -0.86638 5.06077 -1.61887
H -1.16404 3.03598 -0.32856
H 0.58316 2.77920 -0.45175
H -0.02514 1.63881 -2.12797
C -2.70412 1.95252 2.06986
C -4.16492 1.66676 1.75479
O -4.21973 0.83007 0.60280
H -2.08127 1.09173 2.31113
H -2.73450 2.59451 2.95207
H -2.16412 2.54554 1.33262
H -4.84056 2.51741 1.66212
H -4.63960 1.03471 2.50857
H -5.13007 0.81745 0.29324
C 5.50156 -3.41922 -0.36992
C 4.00375 -3.50086 -0.29023
O 3.72729 -4.64665 0.49841
H 5.97490 -3.57421 0.59959
H 5.78151 -2.42748 -0.72431
H 5.76897 -4.31851 -0.92590
H 3.54617 -3.48649 -1.28084
H 3.61907 -2.64748 0.27363
H 3.13422 -4.38808 1.20658
C 2.82543 0.98600 3.17547
C 3.09336 1.90436 2.07264
O 4.46067 2.00992 1.77596
H 3.49286 1.18595 4.01420
H 2.95348 -0.06344 2.90752
H 1.79652 1.12625 3.51113
H 2.68698 2.88413 2.33496
H 2.72099 1.61944 1.08694
H 4.88552 2.56840 2.43250
C -4.98895 -2.44343 1.60526
C -3.53198 -2.63729 1.09245
O -3.51913 -3.47630 -0.03742
H -5.05221 -1.97463 2.58761
H -5.58113 -3.35399 1.68909
H -5.49358 -1.75919 0.92020
H -3.04264 -3.22953 1.86553
H -3.03890 -1.68743 0.88580
H -4.02263 -2.99943 -0.70483
O -2.90169 -0.26796 -1.53538
H -3.59293 -0.93390 -1.54188
H -3.20904 0.39401 -0.89873
O 1.79504 0.11772 -4.70212
H 1.47822 0.97757 -4.98840
H 1.40265 -0.00887 -3.83412
O -1.50877 -2.71423 -1.79410
H -0.79926 -3.35937 -1.85842
H -2.12182 -3.09208 -1.14450
O 2.47121 3.06251 -3.07278
H 1.95070 2.59636 -2.41592
H 3.37000 3.03179 -2.73719
*
```

Calculated values
Electronic energy (a.u.): -2498.73129
Gap between HOMO and LUMO (spin up / spin down) (hartree): 0.261 / 0.256
Max |F| (eV/Å): 4.19
LUMO (spin up / spin down) (eV): -5.142 / -5.266

This record from the OMol25 dataset describes a cluster of 10 separate species, C12H44N14O10 in total in a non-equilibrium geometry. The level of theory is ωB97M-V with the def2-TZVPD basis set.

ORCA input file:
```
! wB97M-V def2-TZVPD RIJCOSX def2/J DEFGRID3
* xyz 0 1
N 0.46035 5.62005 -0.49128
C 0.43934 4.79391 -1.60525
N -0.54468 5.07961 -2.48422
O 1.17900 3.83826 -1.70865
H 0.11722 6.54379 -0.51447
H 1.27190 5.59423 0.12290
H -0.76449 4.37239 -3.15647
H -1.25596 5.78018 -2.21748
N -3.50401 1.65420 -1.25449
C -3.14641 1.14906 -0.07906
N -1.80315 1.12852 0.20608
O -3.96053 0.72129 0.73825
H -4.52275 1.74045 -1.40579
H -2.76142 1.67771 -2.00625
H -1.41126 0.84495 1.09442
H -1.10290 1.67805 -0.33250
N -4.24083 -2.19731 -0.00843
C -3.38426 -2.57215 -1.00648
N -2.97197 -1.66445 -1.90154
O -2.93960 -3.74517 -1.05375
H -4.27580 -2.80498 0.79715
H -4.22761 -1.20748 0.26348
H -3.04604 -0.72795 -1.61319
H -2.07761 -1.78286 -2.35679
N -0.26234 -3.26578 -0.46077
C 0.47386 -3.28640 0.73597
N -0.25914 -3.05136 1.87747
O 1.69891 -3.29771 0.72058
H 0.37789 -3.35880 -1.25752
H -1.24053 -3.46096 -0.56934
H 0.26232 -2.59537 2.59915
H -1.19120 -2.78988 1.85055
N 5.51551 -1.20130 3.93449
C 4.45730 -1.25081 2.98607
N 3.95251 -2.48772 2.75109
O 4.03746 -0.22604 2.42858
H 6.06555 -0.35373 4.04947
H 5.69488 -1.94274 4.61026
H 3.32426 -2.61850 1.96067
H 4.71052 -3.13564 2.82734
N 0.02350 -4.88298 -4.69916
C -1.05567 -4.29833 -3.99736
N -2.03346 -5.13145 -3.54884
O -1.06184 -3.11781 -3.69416
H 0.55045 -4.18697 -5.15149
H -0.03494 -5.70479 -5.27798
H -2.60645 -4.69877 -2.81953
H -1.90743 -6.14914 -3.48511
N -0.96802 -0.21727 -3.91190
C -0.60200 0.90105 -3.26152
N 0.73018 0.97868 -2.78134
O -1.36712 1.80787 -3.13390
H -1.90652 -0.44233 -4.08436
H -0.40476 -1.07673 -4.00339
H 1.34923 0.21116 -3.06808
H 1.07843 1.89598 -2.42968
C 3.91273 1.98317 0.07559
C 3.19077 2.81485 1.15174
C 3.85717 4.17653 1.52429
O 1.77690 2.91552 0.91826
H 3.67390 2.35386 -0.88987
H 3.54851 0.92468 0.17822
H 4.95078 1.96532 0.29056
H 3.20135 2.30333 2.13632
H 3.58621 4.90790 0.80415
H 4.95047 4.16172 1.60689
H 3.38823 4.62581 2.38494
H 1.65755 3.28420 -0.04444
C 0.62034 0.85329 3.61824
O 0.20297 1.00130 2.25714
H 0.06311 1.54087 4.31216
H 0.41120 -0.18297 3.87201
H 1.68260 1.05512 3.78076
H 0.68636 1.78179 1.91537
C -4.26911 -0.97979 3.70721
O -3.27798 -1.21520 2.76499
H -3.74609 -0.71042 4.62033
H -4.93263 -0.18845 3.40704
H -4.74715 -1.96474 3.81651
H -3.31606 -0.48745 2.06909
*
```

Calculated values
Electronic energy (a.u.): -2002.89683
Gap between HOMO and LUMO (hartree): 0.355
Max |F| (eV/Å): 3.89
Structure (SMILES): NC(N)=O.NC(N)=O.NC(N)=O.NC(N)=O.NC(N)=O.NC(N)=O.NC(N)=O.CC(C)O.CO.CO
LUMO (eV): 0.515

This record from the OMol25 dataset describes a cluster of 11 separate species, C12H44N20O12 in total in a non-equilibrium geometry. The level of theory is ωB97M-V with the def2-TZVPD basis set.

ORCA input file:
```
! wB97M-V def2-TZVPD RIJCOSX def2/J DEFGRID3
* xyz -2 1
O 0.67486 -0.03522 -1.93074
C 1.04172 -0.10807 -0.57673
C -0.03805 -0.11677 0.61147
O -1.10286 0.82247 0.68149
H 1.69301 0.75128 -0.41728
H 1.71867 -0.95563 -0.46962
H 0.41423 -0.21453 1.59838
H -0.36070 -1.15792 0.60651
C 6.49286 -4.10654 2.74536
O 6.46725 -5.18131 3.36162
N 7.34303 -3.17875 3.01743
N 5.61519 -3.73996 1.81497
H 7.36251 -2.40032 2.37420
H 7.96417 -3.40134 3.78211
H 4.77087 -4.28889 1.73807
H 5.66573 -2.91957 1.22801
C 3.00360 -0.92992 6.92929
O 3.78924 -0.01716 6.70619
N 2.41936 -1.16301 8.12951
N 2.64893 -1.85683 6.14362
H 1.60659 -1.75842 8.05883
H 2.59130 -0.61578 8.96082
H 2.14207 -2.66769 6.46875
H 2.98020 -1.78059 5.19254
C -2.85280 1.05465 8.40183
O -2.09433 1.15374 9.33342
N -2.55470 1.03422 7.14964
N -4.14774 0.88418 8.50321
H -1.60055 1.13832 6.83522
H -3.27440 0.94984 6.44607
H -4.85164 0.81767 7.78197
H -4.52007 0.95512 9.43939
C 0.68760 6.65571 -1.69654
O -0.08091 6.16967 -2.50506
N 1.75042 6.14760 -1.27363
N 0.55691 7.85536 -1.18155
H 2.28154 6.76006 -0.67121
H 2.05271 5.27064 -1.67321
H 1.34464 8.46987 -1.03332
H -0.31936 8.34569 -1.29034
C -4.27663 -3.86266 -1.72876
O -4.21750 -2.64557 -1.93886
N -3.62676 -4.44662 -0.78667
N -4.98951 -4.68441 -2.50104
H -3.31393 -5.36517 -1.06688
H -2.87576 -3.98219 -0.29636
H -5.21178 -4.40251 -3.44509
H -5.05034 -5.62120 -2.12842
C -1.52904 -3.02634 -6.78025
O -2.13767 -2.10286 -6.33062
N -1.88635 -3.61994 -7.81527
N -0.39005 -3.47737 -6.16079
H -1.33157 -4.34456 -8.24797
H -2.80240 -3.32728 -8.12396
H -0.23783 -4.47461 -6.21032
H -0.20037 -2.79240 -5.44320
C 5.71690 -2.13968 -4.93452
O 6.61943 -2.69245 -5.48264
N 4.63908 -2.70084 -4.61008
N 5.55999 -0.88516 -4.56347
H 3.93816 -2.15647 -4.12792
H 4.64674 -3.70911 -4.66877
H 4.77525 -0.66283 -3.96777
H 6.28289 -0.20820 -4.76157
C -1.74083 5.32845 4.22359
O -1.44301 6.32364 4.80223
N -0.81548 4.65653 3.64583
N -2.90311 4.83004 3.85937
H 0.09696 5.06729 3.78304
H -0.95342 3.77939 3.16449
H -3.76474 5.33049 4.02444
H -2.78901 4.01834 3.26929
C 1.44064 2.24088 -7.92824
O 0.44421 2.78153 -7.58783
N 1.88430 1.16047 -7.44305
N 2.39945 2.83471 -8.69168
H 2.84239 0.84233 -7.41213
H 1.29815 0.83003 -6.68984
H 3.27592 2.34123 -8.78314
H 2.05783 3.36607 -9.47975
C -7.26020 0.27315 0.93266
O -6.97553 1.04265 0.04140
N -8.33819 -0.42146 0.92579
N -6.48113 -0.04202 1.91532
H -8.43918 -1.25804 1.48260
H -9.03786 -0.12258 0.26155
H -5.49785 0.16394 1.81126
H -6.68236 -0.67854 2.67325
*
```

Calculated values
Electronic energy (a.u.): -2481.58753
Gap between HOMO and LUMO (hartree): 0.080
Max |F| (eV/Å): 7.72
LUMO (eV): 3.462

This record from the OMol25 dataset describes a cluster of 10 separate species, C12H44O10 in total in a non-equilibrium geometry. The level of theory is ωB97M-V with the def2-TZVPD basis set.

ORCA input file:
```
! wB97M-V def2-TZVPD RIJCOSX def2/J DEFGRID3
* xyz 0 1
C 13.21927 1.27142 -7.39345
C 13.11773 -0.15023 -6.88306
O 12.69577 -1.00693 -7.94722
H 13.83318 1.85430 -6.69755
H 12.24146 1.74961 -7.36759
H 13.67835 1.28991 -8.37451
H 12.45224 -0.22321 -6.01030
H 14.11037 -0.47440 -6.52885
H 13.01967 -1.90290 -7.77888
C 11.27764 -4.49293 -8.87185
C 12.16365 -4.38804 -7.65482
O 13.43592 -3.82754 -8.07107
H 11.91335 -4.87119 -9.67584
H 10.93171 -3.52420 -9.23470
H 10.44716 -5.17648 -8.70656
H 12.37363 -5.39498 -7.27736
H 11.74732 -3.79516 -6.83814
H 14.15946 -4.25609 -7.61039
C 5.16998 -1.95401 -2.98050
C 6.37681 -2.03011 -2.06818
O 6.12434 -1.20614 -0.93886
H 4.25529 -2.03184 -2.38728
H 5.16282 -2.75526 -3.71957
H 5.12451 -0.98835 -3.48738
H 7.26934 -1.68125 -2.60110
H 6.59108 -3.07492 -1.80617
H 6.95812 -1.06114 -0.48075
C 8.52553 -1.92760 -9.73201
C 7.70563 -3.19748 -9.54674
O 6.92765 -3.08451 -8.32383
H 8.98810 -1.91736 -10.72506
H 9.31091 -1.84330 -8.98484
H 7.86049 -1.06240 -9.71367
H 8.33674 -4.07338 -9.44684
H 6.99383 -3.28484 -10.37048
H 6.24658 -2.42955 -8.49950
C 7.50722 -5.31838 -3.62662
O 6.95409 -4.58761 -4.72053
H 8.60518 -5.29129 -3.70654
H 7.22385 -4.89280 -2.66111
H 7.19102 -6.35661 -3.68984
H 7.37946 -3.70662 -4.69009
C 11.01465 -3.81288 -2.19972
O 11.17209 -3.00913 -3.39467
H 11.48316 -4.78631 -2.35048
H 11.43281 -3.29548 -1.34154
H 9.94971 -3.99932 -2.09948
H 12.10712 -2.99708 -3.61900
C 8.84591 -1.95814 -5.98161
O 8.70393 -2.41060 -4.61019
H 9.57142 -1.13870 -6.02958
H 9.14558 -2.76524 -6.65560
H 7.89364 -1.56369 -6.32967
H 9.55499 -2.76376 -4.30919
C 6.69292 1.23917 -6.71324
O 8.11344 1.45417 -6.76796
H 6.43780 0.17454 -6.80310
H 6.35337 1.58338 -5.73213
H 6.16498 1.76661 -7.50239
H 8.43561 1.33671 -5.87066
O 9.83314 -0.58899 -2.11022
H 10.57156 -0.58500 -1.49267
H 10.00525 -1.33873 -2.70177
O 8.31740 -5.41667 -7.10485
H 7.96434 -4.56565 -7.39739
H 7.92298 -5.53789 -6.22637
*
```

Calculated values
Electronic energy (a.u.): -1235.88489
Gap between HOMO and LUMO (hartree): 0.358
Max |F| (eV/Å): 1.37
Structure (SMILES): CCO.CCO.CCO.CCO.CO.CO.CO.CO.O.O
LUMO (eV): -0.089

This record from the OMol25 dataset describes a cluster of 11 separate species, C12H46N8O11 in total in a non-equilibrium geometry. The level of theory is ωB97M-V with the def2-TZVPD basis set.

ORCA input file:
```
! wB97M-V def2-TZVPD RIJCOSX def2/J DEFGRID3
* xyz 0 1
N -1.16030 -4.96497 1.13520
C -1.03527 -3.78617 0.62696
N -2.21946 -3.21624 0.46966
O 0.16007 -3.07019 0.54802
H -0.30732 -5.57739 1.31847
H -2.05813 -5.46351 1.12003
H -2.21051 -2.20981 0.15895
H -3.07174 -3.67196 0.48099
N -1.41228 -0.41346 2.59564
C -1.88081 0.72673 2.98113
N -3.14738 0.67134 3.16821
O -1.13497 1.82725 2.88192
H -0.38072 -0.42661 2.29120
H -1.96535 -1.23571 2.74475
H -3.59299 1.56546 3.29871
H -3.66068 -0.12603 3.47859
N -2.39354 -0.54847 -0.17399
C -3.55698 -0.06701 -0.35089
N -4.09640 0.47794 0.66667
O -4.15048 -0.06717 -1.62098
H -1.83783 -0.89044 -1.09496
H -1.92731 -0.24453 0.71612
H -5.01925 0.81892 0.47870
H -3.77897 0.50025 1.69768
N -3.81351 3.91599 -0.62505
C -2.62199 3.84628 -0.10496
N -2.59134 2.74637 0.57423
O -1.66547 4.80512 -0.15453
H -4.08271 4.72576 -1.26865
H -4.55186 3.21296 -0.45065
H -1.78446 2.55891 1.18528
H -3.29662 1.94080 0.40417
C 0.84905 1.11668 0.28411
C 1.40473 -0.30404 0.41344
O 0.98860 -0.70606 1.68898
H 1.35214 1.52308 -0.67898
H 1.13640 1.90287 1.01691
H -0.25479 1.15076 0.22602
H 2.49133 -0.22795 0.44055
H 1.14032 -1.04768 -0.30426
H 0.91807 -1.65763 1.74103
C 3.41697 -3.12265 1.14122
O 2.58528 -4.22486 0.72310
H 2.98286 -2.58782 2.01249
H 3.35215 -2.50575 0.23710
H 4.49181 -3.35262 1.32689
H 1.89742 -3.75945 0.30840
C 1.00816 -2.14047 4.51625
O 1.08768 -3.21260 3.61803
H 1.56449 -2.28485 5.40047
H -0.04570 -1.95743 4.76721
H 1.33459 -1.24268 4.03985
H 0.25717 -3.63427 3.65014
C -1.25792 2.45683 -2.49636
O -2.61622 2.28319 -2.59678
H -1.10586 3.49575 -2.68410
H -0.69508 1.83252 -3.22677
H -1.00266 2.16833 -1.45122
H -2.95240 2.99309 -1.98292
C 2.13657 3.94997 -2.83303
O 1.31665 4.22732 -3.89661
H 3.09410 3.44360 -3.01869
H 1.50187 3.35998 -2.21050
H 2.41914 4.83922 -2.26675
H 1.34052 3.53624 -4.54707
C 5.10386 -0.76206 -1.83113
O 5.87932 -1.41914 -2.83797
H 4.98667 0.26986 -2.17328
H 5.51630 -0.82025 -0.83477
H 4.18004 -1.13888 -1.84805
H 5.54572 -2.27188 -3.12436
C 2.12109 0.58455 -3.21942
O 2.66338 -0.54222 -3.81451
H 1.78272 1.28554 -3.94985
H 2.86840 1.21207 -2.61272
H 1.23550 0.31859 -2.76636
H 2.22606 -1.38720 -3.52231
*
```

Calculated values
Electronic energy (a.u.): -1750.25937
Gap between HOMO and LUMO (hartree): 0.306
Max |F| (eV/Å): 11.46
Structure (SMILES): NC(N)=O.NC(N)=O.NC(N)=O.NC(N)=O.CCO.CO.CO.CO.CO.CO.CO
LUMO (eV): -0.620